Here is C21H45N2OP3STl as an isolated structure at a distorted geometry from OMol25. Energies are from ωB97M-V/def2-TZVPD.

Element x y z (Å)
Tl1 0.5309 0.2299 -2.2520
P1 0.8848 -2.8150 -1.5020
P2 2.4790 -0.3065 0.6132
P3 -2.3034 0.1110 -0.2269
H1 2.1007 4.4682 0.1587
C1 1.0077 4.5217 0.2843
C2 0.4170 4.1980 1.4492
H2 0.9749 3.7482 2.2751
C3 1.6599 -2.9469 -3.0852
C4 1.6529 -3.7898 -0.1916
C5 -0.8073 -3.3561 -1.7198
C6 2.6290 1.3356 1.3787
C7 2.9798 -1.4016 1.9715
C8 4.0149 -0.3184 -0.3930
C9 -2.3009 1.6648 0.7486
C10 -3.5183 -0.8561 0.7220
C11 -3.3626 0.6561 -1.6134
H3 0.4603 5.0907 -0.4858
H4 -0.6469 4.3872 1.6263
H5 1.3699 -3.9614 -3.3379
H6 2.7308 -2.7874 -3.0068
H7 1.2462 -2.2526 -3.8062
H8 1.4620 -4.7941 -0.5689
H9 1.1554 -3.6238 0.7780
H10 2.7266 -3.5707 -0.1428
H11 -0.5975 -4.3692 -2.0812
H12 -1.3459 -2.7796 -2.4834
H13 -1.3585 -3.3808 -0.7716
H14 3.6184 1.7179 1.0959
H15 2.5863 1.2011 2.4660
H16 1.8565 2.0565 1.0733
H17 3.6982 -2.1231 1.5767
H18 2.1134 -1.9105 2.4099
H19 3.4539 -0.7575 2.7131
H20 4.8043 -0.3987 0.3546
H21 4.1240 0.6153 -0.9527
H22 4.0740 -1.1677 -1.0831
H23 -3.2776 2.1490 0.6588
H24 -1.5183 2.3253 0.3626
H25 -2.0859 1.4252 1.7918
H26 -4.5283 -0.4935 0.5032
H27 -3.2968 -0.7715 1.7912
H28 -3.4147 -1.9023 0.4138
H29 -4.2224 1.2284 -1.2457
H30 -3.6946 -0.2412 -2.1472
H31 -2.7500 1.2558 -2.2956
C12 -0.6880 0.5567 -4.6929
C13 0.4098 0.0635 -5.4817
C14 0.4982 0.6309 -6.7516
C15 -0.2160 1.8051 -6.9979
C16 -0.9514 2.4842 -6.0012
C17 -1.0932 1.9034 -4.7635
O1 -1.1430 -0.0429 -3.6069
H32 1.3131 -1.1331 -1.1939
H33 0.9613 -0.8455 -5.1746
H34 1.0856 0.1414 -7.5322
H35 -0.1648 2.2473 -7.9830
H36 -1.4283 3.4546 -6.1751
H37 -1.7375 2.2693 -3.9559
S1 -0.4309 -1.2206 2.0731
C18 -0.7054 -0.5886 3.6365
N1 -1.8798 -0.7941 4.2710
C19 -2.1947 -0.4108 5.6605
C20 -1.3060 0.7280 6.1140
C21 0.1330 0.4585 5.7328
N2 0.2145 0.1597 4.2948
H38 -2.5331 -1.3876 3.7701
H39 -2.0511 -1.2893 6.3113
H40 -3.2574 -0.1347 5.6912
H41 -1.3827 0.8357 7.1951
H42 -1.6437 1.6618 5.6593
H43 0.5240 -0.3958 6.3069
H44 0.7667 1.3290 5.9319
H45 1.1193 0.2039 3.8381

multiplicity: 1
LUMO (alpha / beta): -10.648 / -11.707 eV
gap between HOMO and LUMO (alpha / beta): 5.72 / 4.35 eV
highest occupied orbital energy (alpha / beta): -16.3649 / -16.0593 eV
energy above the lowest of the compared OMol25 structures with the same formula, charge and spin: 0.000 eV
total charge: +3

Atomic partial charges in e from the Mulliken method, atoms 1 to 2: 1.078 0.956

---

Here is C21H45N2P3RuS2 as an isolated structure at a distorted geometry from OMol25. Energies are from ωB97M-V/def2-TZVPD.

Element x y z (Å)
Ru1 0.4707 -0.0798 -0.6018
P1 -1.1976 -0.9501 -1.7582
P2 0.9818 -2.0747 0.1162
P3 1.9654 -0.0727 -2.2307
H1 1.8819 4.7439 -0.5328
C1 1.8814 4.2267 -1.5043
C2 0.8311 4.4750 -2.3187
H2 0.2639 5.3820 -2.0701
C3 -2.9074 -1.0404 -1.0478
C4 -1.1009 -2.6700 -2.4399
C5 -1.6284 -0.0202 -3.2755
C6 2.0883 -1.9130 1.5396
C7 -0.3179 -3.2262 0.7359
C8 1.9461 -3.3240 -0.8060
C9 1.9548 1.5090 -3.1289
C10 2.0396 -1.3435 -3.5318
C11 3.6122 -0.0945 -1.4274
H3 2.9059 3.9641 -1.8491
H4 0.6391 4.0663 -3.3194
H5 -3.1664 -0.0858 -0.5615
H6 -3.0733 -1.8644 -0.3350
H7 -3.5950 -1.2114 -1.8951
H8 -1.2769 -3.4473 -1.6843
H9 -0.1364 -2.8664 -2.9228
H10 -1.8866 -2.7583 -3.2025
H11 -1.7809 1.0500 -3.0754
H12 -2.5910 -0.4367 -3.6208
H13 -0.9011 -0.1423 -4.0889
H14 2.6854 -2.8295 1.6591
H15 1.4624 -1.7540 2.4233
H16 2.7539 -1.0491 1.4100
H17 -0.2305 -4.2024 0.2347
H18 -1.3504 -2.8688 0.6065
H19 -0.1469 -3.4059 1.8057
H20 2.2620 -4.0791 -0.0715
H21 2.8451 -2.9021 -1.2635
H22 1.3241 -3.8247 -1.5526
H23 2.6979 1.4384 -3.9313
H24 2.1771 2.3624 -2.4810
H25 0.9850 1.7077 -3.6039
H26 2.8912 -1.0977 -4.1798
H27 1.1329 -1.3615 -4.1455
H28 2.1957 -2.3471 -3.1285
H29 4.3272 0.3412 -2.1400
H30 3.9294 -1.1030 -1.1289
H31 3.5866 0.5147 -0.5120
C12 -1.3865 3.7408 0.4301
C13 -0.1933 2.9520 0.3271
C14 0.8010 3.0348 1.3069
C15 0.5330 3.7396 2.4859
C16 -0.7229 4.3092 2.6956
C17 -1.6558 4.3618 1.6552
S1 -2.5318 3.9992 -0.8859
H32 -1.6395 4.3761 -1.7847
H33 -0.0986 2.2921 -0.5572
H34 1.7683 2.5457 1.1296
H35 1.3176 3.8223 3.2245
H36 -0.9770 4.7119 3.6744
H37 -2.6088 4.8746 1.7424
S2 -0.9557 0.5667 1.2781
C18 -1.4120 -0.5540 2.5167
N1 -2.6033 -1.1674 2.5494
C19 -2.8383 -2.2824 3.4689
C20 -2.2027 -1.9649 4.8089
C21 -0.7338 -1.6451 4.6357
N2 -0.5410 -0.7162 3.5301
H38 -3.2561 -0.9669 1.7888
H39 -2.3937 -3.2038 3.0635
H40 -3.9152 -2.4371 3.5627
H41 -2.2983 -2.8231 5.4791
H42 -2.7003 -1.1129 5.2848
H43 -0.1433 -2.5433 4.4144
H44 -0.2898 -1.1733 5.5153
H45 0.2475 -0.0714 3.4953

multiplicity: 6
LUMO (alpha / beta): -9.134 / -12.384 eV
gap between HOMO and LUMO (alpha / beta): 4.91 / 5.11 eV
highest occupied orbital energy (alpha / beta): -14.0403 / -17.4949 eV
energy above the lowest of the compared OMol25 structures with the same formula, charge and spin: 2.772 eV
total charge: +3

Atomic partial charges in e from the Mulliken method, atoms 1 to 2: -0.276 0.950

---

Here is a 7-piece molecular cluster, C21H45N3O7 overall at a distorted geometry from OMol25. Energies are from ωB97M-V/def2-TZVPD.

Element x y z (Å)
C1 3.3424 -1.1146 4.8497
N1 2.9477 -0.5558 3.5642
C2 3.0233 -1.3959 2.3686
C3 2.6219 0.7257 3.5167
O1 2.1411 1.2355 2.5358
H1 2.5645 -1.7348 5.2805
H2 3.6187 -0.3462 5.6047
H3 4.1763 -1.8179 4.7942
H4 3.3217 -2.3738 2.7170
H5 2.1467 -1.5076 1.6972
H6 3.8220 -1.0850 1.6906
H7 2.7656 1.2166 4.4652
C4 -1.2717 -5.8852 -2.4462
N2 0.1713 -6.1504 -2.1675
C5 1.1995 -5.2637 -2.6525
C6 0.5180 -7.3560 -1.6646
O2 1.6314 -7.6037 -1.1879
H8 -1.5577 -5.0044 -1.8383
H9 -1.8254 -6.7717 -2.2877
H10 -1.4936 -5.7151 -3.4685
H11 0.7698 -4.2280 -2.7845
H12 1.9175 -5.0855 -1.8532
H13 1.6631 -5.6520 -3.5496
H14 -0.3617 -8.0432 -1.6695
C7 -3.3142 -1.2581 -0.3108
N3 -2.5991 -1.1131 -1.5135
C8 -2.7581 0.0827 -2.2852
C9 -1.7175 -2.0538 -1.8233
O3 -1.5446 -3.0910 -1.2262
H15 -3.4024 -2.2964 -0.0435
H16 -4.3110 -0.8371 -0.3853
H17 -2.8426 -0.7737 0.5153
H18 -2.2576 0.1356 -3.2528
H19 -3.8335 0.2119 -2.5186
H20 -2.2897 0.9626 -1.8247
H21 -1.2772 -1.8335 -2.7666
C10 -1.5216 7.9326 -1.8646
C11 -0.3790 7.0306 -1.4260
C12 0.0673 5.8769 -2.2718
O4 0.1249 7.1989 -0.3170
H22 -1.6281 7.8313 -2.9360
H23 -1.3646 9.0203 -1.7106
H24 -2.4480 7.7172 -1.3314
H25 -0.5811 5.0568 -1.9266
H26 1.1025 5.6362 -2.0094
H27 -0.0067 5.9176 -3.3636
C13 2.5418 2.8326 -1.6624
C14 1.6660 1.9747 -2.6099
C15 1.2566 0.5216 -2.2817
O5 1.2931 2.3856 -3.6859
H28 3.4778 2.9103 -2.2049
H29 2.7506 2.4392 -0.6757
H30 2.0256 3.7677 -1.5642
H31 0.6659 0.4994 -1.3825
H32 2.1248 -0.0960 -2.1124
H33 0.6710 0.1017 -3.1580
C16 -0.1521 3.9485 1.2115
C17 -0.9535 2.9602 0.4021
C18 -1.0473 1.5882 0.9863
O6 -1.5032 3.2461 -0.6207
H34 -0.0960 4.9194 0.6488
H35 0.7991 3.4889 1.2901
H36 -0.5693 3.9826 2.2603
H37 -0.3808 1.3440 1.8574
H38 -0.8175 0.8400 0.2336
H39 -2.0859 1.3737 1.3621
C19 -1.4810 -2.8406 2.3462
C20 -0.5740 -2.3507 3.4134
C21 -0.9907 -1.1435 4.2120
O7 0.4844 -2.8847 3.6204
H40 -1.5404 -3.9527 2.4352
H41 -0.8842 -2.8082 1.4177
H42 -2.4727 -2.4030 2.2200
H43 -1.6599 -1.4489 5.0406
H44 -1.5343 -0.4454 3.5665
H45 -0.0844 -0.5922 4.5118

multiplicity: 1
LUMO: 0.476 eV
gap between HOMO and LUMO: 9.34 eV
highest occupied orbital energy: -8.8600 eV
energy above the lowest of the compared OMol25 structures with the same formula, charge and spin: 1.846 eV
structure (SMILES): CN(C)C=O.CN(C)C=O.CN(C)C=O.CC(C)=O.CC(C)=O.CC(C)=O.CC(C)=O

Atomic partial charges in e from the Mulliken method, atoms 1 to 2: -0.980 0.215

---

Among the records above, which one has the highest energy above the lowest of the compared OMol25 structures with the same formula, charge and spin?
C21H45N2P3RuS2

---

Look up the multiplicity of the third one.
1

---

What is the multiplicity in the second record?
6